Entry 1:
This record from the Open Molecules 2025 dataset describes C25H25Br2GeInN3O2SbSe4 as an isolated structure at a distorted geometry. The level of theory is ωB97M-V with the def2-TZVPD basis set.

XYZ file:
```
64
Properties=species:S:1:pos:R:3:forces:R:3
Sb 17.364645 8.234014 16.301226 -0.5 -0.4 -0.4
In 14.862796 7.557415 13.884333 0.5 -0.4 0.4
Br 11.932477 8.835240 13.219845 0.4 -0.1 0.4
Br 13.624571 5.253956 13.552511 0.5 0.2 -0.3
Se 18.028825 7.080315 18.274086 0.1 -0.1 0.3
Se 17.235721 6.468994 14.403355 -0.3 0.7 -0.1
Se 14.768502 8.562281 16.248225 0.0 0.1 -0.1
Se 18.392397 10.367343 15.871666 -0.1 0.1 -0.3
Ge 10.942397 9.458011 10.343085 0.5 0.6 0.4
O 11.067467 15.441093 14.289229 1.5 -0.4 1.0
O 15.473834 8.004010 10.378371 0.3 -1.6 -0.5
N 14.824648 10.966408 13.853876 -0.2 -1.5 -0.3
N 15.185312 9.135842 12.377388 -0.3 0.0 0.7
N 15.407077 11.251102 11.612411 0.1 -0.8 0.1
C 6.759099 7.543015 11.687515 0.0 0.4 -0.6
C 10.517070 11.024615 9.190528 -0.1 0.7 -0.7
C 9.854621 13.097521 7.371337 -0.2 -1.3 0.2
C 7.964994 6.991853 12.140463 -1.6 1.4 -0.8
C 11.922357 8.234577 9.153006 -0.6 0.5 0.0
C 12.499029 6.054376 8.301020 0.6 1.8 -0.9
C 9.534641 11.750965 7.037393 1.1 1.7 1.2
C 15.556642 10.451724 10.435560 -0.6 -1.7 0.4
C 13.364033 6.660032 7.375585 -0.8 -1.9 0.5
C 15.311850 12.674165 11.557285 0.1 0.2 -0.1
C 6.779908 8.577929 10.743142 0.6 -0.5 0.0
C 11.736607 6.861820 9.146281 1.8 -0.3 -1.2
C 10.482981 13.385839 8.589126 -0.4 0.6 -0.1
C 11.992482 15.192954 14.908471 -1.5 0.4 -1.0
C 8.027039 9.064639 10.283416 -1.2 0.5 0.4
C 9.224370 8.599794 10.801243 -0.2 -0.7 0.2
C 15.085639 10.454591 12.658118 0.7 1.0 -0.4
C 12.102669 10.165490 11.736555 -0.2 -0.1 -0.4
C 9.142463 7.508312 11.710683 2.3 -0.3 -0.8
C 10.766257 12.386269 9.515339 0.1 -0.9 -0.5
C 9.941211 10.763264 7.918157 -0.7 -0.8 0.7
C 11.572133 5.065796 13.492866 -0.3 0.3 -0.5
C 12.772295 8.778801 8.201280 0.1 2.5 -0.2
C 13.467023 8.007311 7.314809 0.4 0.0 -0.4
C 15.418847 8.989195 11.028009 -0.7 2.6 0.0
H 7.899897 6.236069 12.854203 0.3 -1.4 0.9
H 14.761647 10.618773 9.690133 0.3 -0.1 0.3
H 14.750770 10.250181 14.591807 0.0 0.7 0.3
H 12.459749 5.005408 8.252308 -0.4 -1.2 0.4
H 11.525060 4.394494 14.342129 -0.1 -0.3 0.5
H 16.109649 13.163778 12.129849 -0.3 0.0 0.3
H 5.838799 7.082072 12.034295 -0.1 0.3 -0.1
H 11.612541 11.040007 12.180650 -0.1 0.0 0.0
H 15.506553 12.952319 10.521698 -0.3 0.1 0.0
H 11.083414 6.352411 9.763447 -1.4 -0.6 1.5
H 10.690674 14.426017 8.909426 -0.1 -0.6 -0.5
H 14.109752 8.381480 6.552270 0.3 0.8 -0.3
H 7.966592 9.883043 9.553765 0.3 -0.3 0.3
H 9.549332 13.856671 6.674559 0.1 0.5 0.0
H 12.884657 9.904252 8.037168 -0.3 -1.5 0.7
H 13.875719 6.030805 6.661541 0.2 -0.1 0.0
H 11.296107 6.045624 13.904675 0.0 0.1 0.0
H 14.309375 12.997759 11.858036 0.2 0.2 0.0
H 10.057459 6.931425 11.978543 -0.6 0.8 0.1
H 16.544560 10.463613 10.008289 0.5 0.5 -0.3
H 15.016790 11.917989 14.096627 0.1 0.1 -0.1
H 5.878291 9.011065 10.299775 0.1 -0.3 0.3
H 8.990901 11.539999 6.138152 -0.1 -0.2 -0.3
H 11.234130 12.719920 10.445618 -0.2 -0.6 -0.1
H 9.638704 9.722772 7.680114 0.5 0.6 0.1
```
Positions in Å, forces in eV/Å.

DFT total energy in eV: -504594.86760
2S+1: 1
Net charge: -2
Orbital gap in Ha: 0.218
HOMO energy in eV: -2.291
Energy above the lowest of the compared OMol25 structures with the same formula, charge and spin in kcal per mole: 118.74



Entry 2:
This record from the Open Molecules 2025 dataset describes C25H25Cl2HfNO3SSi as an isolated structure. The level of theory is ωB97M-V with the def2-TZVPD basis set.

XYZ file:
```
59
Properties=species:S:1:pos:R:3:forces:R:3
Hf -1.373416 -0.126576 -1.311244 0.2 0.1 -0.7
Cl -4.240494 -3.967821 -2.608505 0.0 0.0 0.0
Cl 0.016374 -2.202531 -0.834118 -0.2 0.3 0.1
S -1.004919 2.429914 -1.837488 0.0 -0.1 0.0
Si 1.526102 4.766217 -2.036744 0.0 0.0 0.0
O -2.967232 -1.518552 -1.360185 0.0 -0.1 0.1
O -1.847526 -0.847405 -3.149948 0.1 0.0 0.3
O -3.458076 0.957858 -1.378974 0.0 0.0 -0.1
N 0.853923 0.690431 -1.488554 -0.1 -0.1 0.0
C 0.684102 2.009778 -1.688153 -0.1 0.1 0.0
C -1.706184 0.191926 1.031304 0.2 -0.4 -0.1
C 2.601317 -3.013617 3.150158 0.0 0.0 0.0
C 0.576830 5.496282 -0.598906 0.0 0.0 0.0
C 0.493757 -1.889011 2.837072 0.0 0.0 0.0
C -3.376913 -4.404590 1.236613 0.0 0.0 0.0
C -2.632440 -3.242168 1.290800 0.0 0.0 0.0
C 3.024414 2.347328 -1.656206 0.0 0.0 0.0
C -1.685462 -3.072087 2.313902 0.1 0.0 0.0
C -1.529183 -4.066210 3.296315 0.0 0.0 0.0
C -3.222809 -5.374881 2.218243 0.0 0.0 0.0
C 2.086764 0.179655 -1.382651 0.0 0.0 0.0
C -1.357902 -0.702752 1.803537 -0.2 0.0 0.1
C -2.310874 -5.201708 3.256202 0.0 0.0 0.0
C 3.203479 0.978484 -1.465971 0.0 0.0 0.0
C -0.864947 -1.884965 2.337879 -0.1 0.1 0.1
C 1.760157 2.909726 -1.772893 0.0 0.0 0.0
C 1.059571 -0.701495 3.323229 0.0 0.0 0.0
C -3.165638 -2.817331 -3.351837 -0.1 0.0 0.0
C 1.281655 -3.044663 2.741667 0.0 0.0 0.0
C -2.701227 -1.779967 -2.651964 0.0 0.1 0.1
C 3.140069 -1.840738 3.664334 0.0 0.0 0.0
C 0.675348 5.094229 -3.668357 0.0 0.0 0.0
C 2.371060 -0.684978 3.751630 0.0 0.0 0.0
C 3.235391 5.539580 -2.084910 0.0 0.0 0.0
H 0.499670 6.581001 -0.705198 0.0 0.0 0.0
H 2.134820 -0.889138 -1.228164 0.0 0.0 0.0
H -3.817421 -6.278566 2.175620 0.0 0.0 0.0
H 4.173758 -1.822912 3.985090 0.0 0.0 0.0
H -2.213470 -5.954951 4.026082 0.0 0.0 0.0
H -3.669367 1.736836 -0.857649 0.0 0.0 0.1
H -2.930935 -2.992559 -4.385990 0.0 0.0 0.0
H 2.801677 0.226939 4.141898 0.0 0.0 0.0
H 3.217869 -3.896508 3.051732 0.0 0.0 0.0
H 3.137173 6.615080 -2.250723 0.0 0.0 0.0
H 0.870656 -3.933312 2.283935 0.0 0.0 0.0
H -0.826888 -3.912714 4.104693 0.0 0.0 0.0
H -4.064888 -4.552285 0.415263 0.0 0.0 0.0
H 3.781315 5.402451 -1.148805 0.0 0.0 0.0
H 0.624133 6.170539 -3.851481 0.0 0.0 0.0
H 1.087927 5.287202 0.343679 0.0 0.0 0.0
H -4.071432 0.235867 -1.175299 0.0 -0.1 0.0
H 4.189210 0.542778 -1.387385 0.0 0.0 0.0
H 3.846915 5.140458 -2.897199 0.0 0.0 0.0
H -0.337655 4.693291 -3.687635 0.0 0.0 0.0
H 3.900582 2.982944 -1.717930 0.0 0.0 0.0
H -0.430461 5.084292 -0.535251 0.0 0.0 0.0
H -2.730569 -2.507488 0.502142 0.0 0.0 0.0
H 0.450723 0.192210 3.365217 0.0 0.0 0.0
H 1.231575 4.641207 -4.491919 0.0 0.0 0.0
```
Positions in Å, forces in eV/Å.

DFT total energy in eV: -79031.11823
2S+1: 1
Net charge: 0
Orbital gap in Ha: 0.161
HOMO energy in eV: -7.055
Energy above the lowest of the compared OMol25 structures with the same formula, charge and spin in kcal per mole: 0.00



Entry 3:
This record from the Open Molecules 2025 dataset describes a single C25H25F2N3O2 molecule. The level of theory is ωB97M-V with the def2-TZVPD basis set.

XYZ file:
```
57
Properties=species:S:1:pos:R:3:forces:R:3
F -6.624637 3.874176 2.989547 0.1 0.0 0.0
F -2.459193 5.413515 1.489381 0.0 -0.1 0.0
O 2.439067 0.095915 2.708707 0.2 -0.4 -0.2
O 0.371446 -4.788732 -0.810439 0.0 -0.2 0.2
N 1.758338 -2.617257 -4.636802 -0.2 0.1 0.3
N 0.495700 -3.195730 -2.401263 0.0 0.1 -0.4
N -0.452365 3.240634 2.381144 -0.1 0.1 -0.1
C 2.673257 -3.074937 -6.788643 0.0 0.0 0.1
C 0.652785 -3.650187 -1.137364 -0.1 0.1 -0.1
C 0.908651 3.481578 1.955138 0.1 -0.1 -0.1
C 1.133417 -1.828883 2.111803 0.1 0.2 0.1
C 1.087597 -3.761038 -4.685207 0.0 -0.1 -0.1
C 1.138041 -2.630749 -0.160661 0.2 0.0 0.3
C 0.211874 -4.078743 -3.502600 -0.2 -0.2 0.2
C -3.259679 4.389633 1.832781 -0.2 -0.3 0.1
C -4.937800 2.306472 2.499423 -0.3 0.1 0.1
C 1.688197 2.195150 1.648638 0.0 0.0 0.3
C -5.368298 3.617519 2.580634 0.2 -0.1 -0.1
C -2.778397 3.087648 1.737196 0.1 0.1 -0.1
C 2.447711 -0.704957 0.442628 0.1 0.1 0.2
C -1.356109 2.836519 1.314465 -0.1 0.1 0.1
C 2.529130 -2.287399 -5.659617 0.2 0.1 -0.3
C 1.162690 -4.621300 -5.777163 0.1 0.1 0.0
C 1.969904 -4.269895 -6.844013 0.0 0.0 0.1
C 2.023438 -1.614735 -0.507453 -0.2 -0.1 0.0
C 0.720427 -2.741684 1.162266 0.0 0.0 -0.2
C -4.545757 4.678679 2.248159 0.0 0.0 0.0
C -3.643020 2.056480 2.078575 0.0 0.3 -0.1
C 1.989257 -0.790402 1.754469 0.0 -0.1 -0.1
C 0.247567 1.038265 3.330246 0.2 0.2 0.0
C -0.479304 2.374793 3.541726 0.0 -0.2 0.1
C 1.690042 1.296133 2.887658 -0.4 0.3 -0.1
H 2.230255 1.802867 3.696899 -0.1 0.0 -0.1
H 0.840072 -2.287625 -2.676215 0.0 -0.1 0.2
H -1.520002 2.195214 3.820178 0.1 0.0 0.1
H -1.130729 3.459141 0.444529 0.0 -0.1 0.0
H 0.001869 2.917868 4.361200 -0.1 0.0 0.1
H 0.811445 -1.918038 3.138188 0.0 0.0 0.1
H 1.217335 1.668771 0.814873 0.0 0.0 0.0
H 2.712918 2.440189 1.366337 0.1 0.0 -0.1
H -5.607580 1.503953 2.762715 -0.1 -0.1 0.0
H 0.366659 -5.107771 -3.161187 -0.1 0.1 -0.1
H 3.051757 -1.344626 -5.560397 0.1 0.0 -0.1
H -3.297626 1.035742 2.008880 0.1 -0.1 0.0
H -4.894000 5.696614 2.309473 0.0 0.1 0.0
H 0.064822 -3.557324 1.427935 0.0 -0.1 0.0
H 0.891508 4.131392 1.077756 0.0 0.0 0.1
H 2.052692 -4.916876 -7.705134 0.0 0.0 -0.1
H 0.239757 0.465207 4.258189 0.0 -0.1 0.0
H 2.412935 -1.543195 -1.513115 0.0 0.0 -0.1
H 3.150526 0.071229 0.179963 0.1 0.1 0.0
H -1.247831 1.780525 1.020493 0.0 0.1 -0.1
H -0.265258 0.451405 2.564275 0.0 0.0 0.0
H -0.841352 -3.983648 -3.805737 0.1 -0.1 0.0
H 3.314707 -2.765566 -7.598452 0.1 0.0 -0.1
H 0.601214 -5.542786 -5.780175 -0.1 -0.1 0.0
H 1.409930 4.020856 2.765172 0.1 0.1 0.0
```
Positions in Å, forces in eV/Å.

DFT total energy in eV: -40331.57525
2S+1: 1
SMILES: O=C(NCc1ccccn1)c1ccc(OC2CCN(Cc3ccc(F)cc3F)CC2)cc1
Net charge: 0
Orbital gap in Ha: 0.338
HOMO energy in eV: -8.576
Energy above the lowest of the compared OMol25 structures with the same formula, charge and spin in kcal per mole: 6.49